[1]
25
Properties=species:S:1:pos:R:3:nbo_charge:R:1 method="wB97M-V/def2-TZVPD" e_above_lowest_kj_mol=0.0 lumo_energy_ev=0.40 smiles=FP(F)SNNC1CCCCC1 total_energy_ha=-1285.23173 largest_force_ev_per_a=2.21 orbital_gap_ha=0.310
F -5.5313 0.6884 -1.9458 -0.578
P -4.9943 1.3883 -0.5938 1.366
F -5.1269 0.0188 0.2664 -0.587
S -2.8906 1.1607 -1.2672 -0.055
N -1.7952 1.8300 -0.0133 -0.564
N -1.1146 0.9500 0.7955 -0.463
C 0.2329 0.5113 0.4492 -0.058
C 0.6637 -0.5467 1.4635 -0.404
C 2.1420 -0.8800 1.2844 -0.392
C 2.4024 -1.3666 -0.1377 -0.397
C 1.9311 -0.3315 -1.1557 -0.395
C 0.4464 -0.0254 -0.9717 -0.424
H -1.1599 2.4678 -0.4789 0.372
H -1.7302 0.1866 1.0573 0.363
H 0.8681 1.4008 0.5740 0.176
H 0.0704 -1.4524 1.3102 0.195
H 0.4747 -0.1826 2.4751 0.220
H 2.4328 -1.6495 2.0029 0.210
H 2.7440 0.0083 1.4843 0.196
H 3.4666 -1.5624 -0.2737 0.209
H 1.8664 -2.3011 -0.3020 0.194
H 2.5030 0.5911 -1.0222 0.193
H 2.1190 -0.6921 -2.1688 0.211
H 0.1285 0.7168 -1.7074 0.205
H -0.1489 -0.9284 -1.1246 0.204

[2]
25
Properties=species:S:1:pos:R:3:nbo_charge:R:1 method="wB97M-V/def2-TZVPD" e_above_lowest_kj_mol=12.2 lumo_energy_ev="0.46 / 0.35" total_energy_ha=-765.81209 multiplicity=2 s2=0.75 largest_force_ev_per_a=5.67 orbital_gap_ha="0.286 / 0.373"
O -0.3663 2.0841 0.8311 -0.811
C 0.8260 1.5720 0.4888 0.055
C 1.1388 0.1539 0.8502 -0.165
O 0.2817 -0.2400 1.9428 -0.657
C -0.0528 -1.6218 2.0769 -0.102
C -1.3562 -1.6773 2.8752 -0.089
O -2.3078 -0.8035 2.3576 -0.877
Hg -1.4720 0.7369 1.6428 1.426
H 1.6599 2.2818 0.5752 0.160
H 2.1958 0.0156 1.1209 0.207
H 0.9117 -0.5326 0.0101 0.167
H 0.7636 -2.1657 2.5758 0.195
H -0.2058 -2.0481 1.0702 0.172
H -1.1225 -1.4440 3.9346 0.156
H -1.7040 -2.7282 2.8583 0.180
H -0.3189 1.5082 -1.3067 0.140
O -1.6028 0.1473 -2.3474 -0.726
C 1.2862 0.3220 -2.9116 -0.262
O 0.2280 1.1507 -3.3487 -0.537
C -0.8056 1.2911 -2.4297 0.207
H 2.0862 0.3899 -3.6563 0.200
H 1.6592 0.6739 -1.9338 0.166
H 0.9712 -0.7295 -2.8119 0.161
H -1.4372 2.1115 -2.7886 0.174
H -1.2564 -0.4484 -1.6759 0.460

[3]
26
Properties=species:S:1:pos:R:3:lowdin_charge:R:1 method="wB97M-V/def2-TZVPD" e_above_lowest_kj_mol=48.8 lumo_energy_ev="-12.20 / -12.73" total_energy_ha=-1373.02550 multiplicity=5 charge=+3 s2=6.00 largest_force_ev_per_a=2.96 orbital_gap_ha="0.237 / 0.304"
O 0.0135 0.9316 -0.6451 -0.414
C 0.9230 1.5485 -1.5213 -0.230
C 1.6124 0.5113 -2.3977 -0.143
O 0.6030 -0.3811 -2.8964 -0.422
C 1.0934 -1.3581 -3.8099 -0.019
Nd -1.1978 -0.7184 -1.4965 2.044
H 1.7016 2.1034 -0.9713 0.158
H 0.3931 2.2750 -2.1615 0.146
H 2.3360 -0.0853 -1.8191 0.149
H 2.1274 0.9838 -3.2466 0.167
H 0.2771 -2.0552 -4.0249 0.104
H 1.4012 -0.8588 -4.7380 0.135
H 1.9384 -1.9010 -3.3629 0.127
O -0.1920 -1.2936 0.8651 -0.274
C 0.5023 -0.2593 1.1657 -0.244
O 0.3225 0.3852 2.3051 0.102
C -0.3958 -0.2398 3.3610 -0.118
O -1.7389 -0.4499 3.0181 -0.279
C -2.5708 0.7304 3.0472 0.013
Mg -2.0678 -1.8733 1.5572 1.070
H 1.5367 -0.2472 0.8039 0.193
H -0.3242 0.4454 4.2113 0.185
H 0.0594 -1.2079 3.5988 0.179
H -3.5927 0.4062 2.8269 0.117
H -2.5303 1.1695 4.0505 0.135
H -2.2306 1.4387 2.2802 0.118

[4]
20
Properties=species:S:1:pos:R:3:nbo_charge:R:1 method="wB97M-V/def2-TZVPD" e_above_lowest_kj_mol=108.9 lumo_energy_ev=1.07 smiles=C[C@H]1N(C)C1(C)C total_energy_ha=-291.11725 largest_force_ev_per_a=0.68 orbital_gap_ha=0.359
C -1.4697 0.1987 1.8356 -0.626
C -0.6377 0.5676 0.5723 -0.068
N 0.8505 0.4053 0.4804 -0.424
C 1.7953 1.3530 -0.1372 -0.415
C -0.0017 -0.3977 -0.3700 0.083
C -0.0680 -0.1246 -1.8663 -0.626
C -0.0603 -1.8377 0.0523 -0.606
H -1.3087 0.9293 2.6336 0.216
H -2.5589 0.2042 1.6448 0.214
H -1.2902 -0.7830 2.2909 0.213
H -1.0918 1.4188 0.0621 0.185
H 2.6838 0.8273 -0.5400 0.201
H 1.4016 1.9564 -0.9697 0.170
H 2.1781 2.0367 0.6247 0.205
H -0.9660 -0.5969 -2.2750 0.219
H -0.1215 0.9439 -2.1056 0.212
H 0.7981 -0.5372 -2.4034 0.212
H 0.0017 -1.8532 1.1423 0.221
H 0.7873 -2.4079 -0.3297 0.209
H -0.9988 -2.2893 -0.2904 0.203

[5]
20
Properties=species:S:1:pos:R:3:nbo_charge:R:1 method="wB97M-V/def2-TZVPD" e_above_lowest_kj_mol=482.1 lumo_energy_ev=1.12 total_energy_ha=-290.97513 largest_force_ev_per_a=0.80 orbital_gap_ha=0.344
C 2.9507 -0.2497 0.0134 -0.605
C 1.4315 -0.4066 0.1197 -0.401
C 0.6847 0.2801 -1.0199 -0.245
N -0.7494 0.0575 -1.0057 -0.409
C -1.4926 1.0363 -1.3236 -0.040
C -2.2023 0.4681 1.1502 -0.468
C -2.3374 -0.9138 1.1749 -0.397
H 3.2536 0.8050 0.0320 0.203
H 3.3368 -0.6910 -0.9136 0.203
H 3.4541 -0.7422 0.8527 0.213
H 1.1565 -1.4687 0.1136 0.204
H 1.0950 0.0177 1.0737 0.195
H 1.0154 -0.1601 -1.9699 0.199
H 0.9439 1.3525 -1.0415 0.164
H -2.5589 0.8987 -1.5041 0.189
H -1.0998 2.0464 -1.4981 0.143
H -1.1980 0.8346 1.4427 0.165
H -2.8348 -0.1115 2.1094 0.305
H -3.2891 -1.3750 0.8727 0.196
H -1.5600 -1.6783 1.3214 0.187

[6]
20
Properties=species:S:1:pos:R:3:nbo_charge:R:1 method="wB97M-V/def2-TZVPD" e_above_lowest_kj_mol=390.0 lumo_energy_ev="0.32 / 0.32" total_energy_ha=-291.01020 largest_force_ev_per_a=2.66 orbital_gap_ha="0.291 / 0.291"
C -1.3082 1.7761 0.1744 -0.644
C -0.8413 0.3562 0.3818 0.102
N -1.1927 -0.5594 -0.4652 -0.457
C -1.3352 -1.9014 0.0338 -0.434
C 1.0761 0.4543 -0.0575 -0.268
C 1.6398 -0.8994 0.2655 -0.644
C 1.4032 1.1681 -1.1556 -0.336
H -2.3288 1.7922 0.5708 0.227
H -0.7264 2.5409 0.7068 0.205
H -1.3597 2.0101 -0.8897 0.227
H -0.7085 0.1047 1.4507 0.156
H -0.5404 -2.5811 -0.3100 0.188
H -1.3689 -1.9526 1.1360 0.162
H -2.2723 -2.3135 -0.3606 0.206
H 2.7158 -0.7575 0.3605 0.225
H 1.2595 -1.3189 1.2055 0.215
H 1.4519 -1.6391 -0.5211 0.223
H 0.9895 2.1705 -1.2678 0.189
H 2.1466 0.8240 -1.8505 0.187
H 1.3022 1.2978 0.5881 0.271